The following is a quantum chemistry calculation of a cluster of 8 separate species, C43H77O22PS in total, from the Open Molecules 2025 dataset.

Properties
structure (SMILES) = CCCCCCCCCCCCCCCC[PH](C)(CCO)CCCS.O=C1OCCO1.O=C1OCCO1.O=C1OCCO1.O=C1OCCO1.O=C1OCCO1.O=C1OCCO1.O=C1OCCO1
gap between HOMO and LUMO = 7.7 eV
spin multiplicity = 1
DFT total energy = -111007.4780 eV

Atoms and positions in Å:
C  3.084  -3.668  3.686
C  4.081  -3.918  2.562
C  4.874  -2.638  2.186
C  6.294  -3.010  1.762
C  7.130  -1.880  1.101
C  6.307  -0.789  0.440
C  5.573  -1.311  -0.782
C  4.596  -0.309  -1.414
C  3.789  0.502  -0.417
C  2.515  1.029  -1.032
C  1.771  1.974  -0.104
C  0.444  2.349  -0.755
C  -0.537  3.094  0.151
C  -0.813  2.350  1.462
C  -1.366  0.939  1.227
C  -0.261  -0.144  1.451
P  -0.893  -1.802  1.994
C  0.061  -3.393  1.990
C  -0.233  -1.438  3.777
C  -0.967  -0.285  4.481
O  -0.107  0.743  4.960
C  -1.722  -2.150  0.303
C  -0.907  -2.887  -0.772
C  0.395  -2.191  -1.159
S  1.239  -3.077  -2.504
H  2.336  -2.966  3.327
H  3.616  -3.188  4.500
H  2.616  -4.589  4.012
H  4.796  -4.693  2.821
H  3.581  -4.246  1.652
H  4.916  -2.007  3.072
H  4.315  -2.161  1.392
H  6.807  -3.302  2.674
H  6.302  -3.898  1.139
H  7.828  -1.473  1.824
H  7.749  -2.330  0.326
H  5.634  -0.346  1.166
H  6.976  0.007  0.111
H  6.318  -1.575  -1.529
H  5.013  -2.211  -0.539
H  5.141  0.337  -2.098
H  3.895  -0.882  -2.024
H  3.519  -0.119  0.436
H  4.411  1.311  -0.043
H  1.866  0.165  -1.193
H  2.688  1.524  -1.986
H  2.337  2.894  0.029
H  1.607  1.502  0.854
H  -0.038  1.404  -1.017
H  0.620  2.908  -1.671
H  -1.485  3.192  -0.373
H  -0.185  4.100  0.376
H  -1.574  2.930  1.982
H  0.062  2.354  2.106
H  -2.273  0.733  1.779
H  -1.635  0.882  0.180
H  0.290  -0.194  0.517
H  0.425  0.278  2.171
H  -2.198  -1.830  2.589
H  0.868  -3.437  1.265
H  0.472  -3.686  2.945
H  -0.633  -4.179  1.701
H  0.834  -1.223  3.780
H  -0.346  -2.302  4.431
H  -1.769  0.125  3.860
H  -1.445  -0.667  5.374
H  0.318  1.178  4.207
H  -2.115  -1.250  -0.167
H  -2.599  -2.760  0.513
H  -0.759  -3.938  -0.557
H  -1.499  -2.884  -1.686
H  0.114  -1.216  -1.547
H  1.060  -2.002  -0.325
H  0.965  -2.306  -3.564
O  1.074  -6.092  4.024
C  0.125  -6.139  4.737
O  0.182  -6.262  6.084
C  -1.133  -6.051  6.606
C  -2.010  -6.392  5.420
O  -1.161  -6.076  4.312
H  -1.309  -6.689  7.468
H  -1.227  -5.007  6.909
H  -2.262  -7.453  5.378
H  -2.925  -5.806  5.380
O  -4.016  1.654  -0.267
C  -4.653  2.325  0.482
O  -4.806  2.064  1.801
C  -5.429  3.202  2.415
C  -6.137  3.846  1.246
O  -5.316  3.454  0.135
H  -6.105  2.890  3.206
H  -4.655  3.842  2.840
H  -7.143  3.452  1.096
H  -6.187  4.926  1.327
O  2.995  2.829  -5.534
C  1.869  2.453  -5.478
O  1.314  1.855  -4.393
C  -0.096  1.745  -4.617
C  -0.185  1.779  -6.127
O  0.968  2.549  -6.485
H  -0.481  0.824  -4.184
H  -0.594  2.594  -4.146
H  -0.097  0.788  -6.575
H  -1.091  2.256  -6.493
O  -7.073  6.399  3.107
C  -7.082  7.352  2.391
O  -7.922  7.513  1.343
C  -7.783  8.858  0.866
C  -6.397  9.228  1.342
O  -6.248  8.411  2.510
H  -7.885  8.902  -0.214
H  -8.559  9.475  1.321
H  -5.621  8.958  0.624
H  -6.296  10.280  1.592
O  5.076  -2.911  -7.124
C  4.647  -2.066  -6.409
O  3.325  -1.860  -6.164
C  3.214  -0.921  -5.090
C  4.531  -0.183  -5.167
O  5.404  -1.172  -5.725
H  2.353  -0.272  -5.235
H  3.092  -1.469  -4.153
H  4.490  0.675  -5.840
H  4.888  0.146  -4.197
O  3.222  -9.821  -2.630
C  2.915  -8.806  -2.096
O  3.364  -7.576  -2.453
C  2.601  -6.599  -1.739
C  2.120  -7.379  -0.535
O  2.063  -8.716  -1.042
H  3.222  -5.746  -1.475
H  1.781  -6.258  -2.373
H  2.827  -7.346  0.296
H  1.143  -7.060  -0.181
O  -7.960  10.170  -2.716
C  -7.491  9.144  -3.088
O  -8.133  7.951  -3.062
C  -7.343  7.004  -3.790
C  -5.958  7.607  -3.704
O  -6.239  9.006  -3.588
H  -7.412  6.019  -3.336
H  -7.715  6.952  -4.815
H  -5.416  7.282  -2.814
H  -5.349  7.411  -4.583

---

The following is a quantum chemistry calculation of a cluster of 10 separate species, C30H55N5O15 in total, from the Open Molecules 2025 dataset.

Properties
structure (SMILES) = CCOC(=O)OC.CCOC(=O)OC.CCOC(=O)OC.CCOC(=O)OC.CCOC(=O)OC.CC#N.CC#N.CC#N.CC#N.CC#N
gap between HOMO and LUMO = 10.1 eV
spin multiplicity = 1
DFT total energy = -70164.1228 eV
energy relative to the best compared isomer or geometry (same formula, charge and spin) = 0.0 kJ/mol

Atoms and positions in Å:
C  14.943  10.636  12.142
C  13.869  11.649  11.894
O  13.460  11.582  10.506
C  12.173  11.607  10.168
O  11.210  11.635  10.931
O  12.098  11.642  8.836
C  10.799  11.748  8.248
H  14.553  9.616  12.101
H  15.374  10.830  13.134
H  15.737  10.754  11.398
H  14.293  12.649  12.057
H  12.970  11.482  12.511
H  10.307  12.693  8.465
H  10.185  10.892  8.480
H  11.027  11.713  7.187
C  11.387  8.913  13.585
C  10.641  10.072  14.221
O  10.281  9.747  15.532
C  9.237  8.987  15.798
O  8.332  8.793  14.973
O  9.297  8.567  17.023
C  8.384  7.647  17.575
H  11.638  9.180  12.554
H  10.628  8.134  13.516
H  12.259  8.499  14.103
H  9.782  10.285  13.582
H  11.236  10.969  14.325
H  7.356  7.986  17.624
H  8.777  7.513  18.585
H  8.432  6.706  17.030
C  15.016  14.584  20.447
C  14.235  14.533  19.180
O  13.330  15.701  19.079
C  12.218  15.556  18.482
O  11.356  16.462  18.521
O  12.051  14.444  17.838
C  10.689  14.182  17.298
H  15.688  15.443  20.487
H  15.636  13.684  20.420
H  14.410  14.577  21.350
H  13.715  13.588  19.067
H  14.925  14.707  18.356
H  10.381  14.916  16.565
H  9.974  14.157  18.120
H  10.761  13.200  16.858
C  17.512  14.183  11.308
C  18.699  14.124  12.275
O  19.027  12.710  12.426
C  20.021  12.418  13.285
O  20.503  13.183  14.128
O  20.244  11.099  13.114
C  21.280  10.530  13.922
H  17.381  15.208  10.954
H  16.545  13.836  11.677
H  17.795  13.573  10.452
H  18.525  14.592  13.249
H  19.581  14.582  11.830
H  21.399  9.525  13.543
H  20.972  10.519  14.966
H  22.217  11.080  13.814
C  16.798  18.293  13.357
C  15.416  18.454  12.797
O  14.867  17.146  12.437
C  14.859  16.782  11.151
O  15.107  17.468  10.174
O  14.488  15.522  11.124
C  14.415  14.872  9.839
H  16.748  17.785  14.323
H  17.194  19.303  13.561
H  17.473  17.780  12.668
H  15.316  19.151  11.967
H  14.789  18.812  13.610
H  15.369  14.948  9.314
H  13.618  15.261  9.208
H  14.254  13.818  10.070
C  17.705  13.526  17.362
C  16.475  12.913  16.822
N  15.528  12.428  16.380
H  17.412  14.034  18.280
H  18.124  14.265  16.679
H  18.446  12.764  17.603
C  16.263  18.920  17.795
C  16.018  17.589  17.334
N  15.847  16.537  16.938
H  17.326  19.017  18.041
H  15.657  19.061  18.698
H  15.967  19.671  17.063
C  13.943  15.044  14.467
C  12.766  14.341  14.051
N  11.838  13.769  13.706
H  13.773  16.114  14.453
H  14.798  14.808  13.836
H  14.159  14.735  15.495
C  8.602  13.089  12.874
C  8.279  13.910  14.015
N  8.005  14.534  14.930
H  9.668  12.863  12.921
H  8.378  13.636  11.958
H  8.017  12.163  12.868
C  11.733  18.448  14.553
C  12.581  19.292  15.313
N  13.284  19.956  15.911
H  12.143  17.444  14.503
H  11.630  18.847  13.545
H  10.745  18.396  15.015

---

Question: Among the records above, which one has the highest DFT total energy?
Answer: C30H55N5O15